(1)
ORCA calculation (ωB97M-V/def2-TZVPD) on a structure of composition C38H46BrIrN5O2S in a non-equilibrium geometry.

Atoms and positions in Å:
C -0.368 3.257 2.371
H -5.469 -2.908 -2.320
C -0.769 -2.106 -3.502
H -0.045 -3.839 -4.538
C -0.760 -2.914 1.899
H 1.526 -3.731 4.349
C -4.983 -2.143 -2.931
H -1.675 -1.831 4.251
H -5.927 -0.774 -4.376
C 1.205 -3.494 3.335
H 0.525 -6.049 -1.989
C 3.202 4.884 5.731
H 2.178 2.692 3.377
N -5.431 0.133 -2.556
H 3.025 -2.457 2.842
C 4.277 3.347 -3.874
H -6.977 -1.214 -3.019
C -0.296 -3.214 3.324
C 2.424 1.277 -3.963
C 3.267 1.526 -5.057
C 0.250 -3.344 -1.208
N 0.663 2.550 0.331
C 1.530 -1.932 1.407
C 2.001 5.549 5.960
C -0.297 3.773 3.626
H -2.330 -1.066 -4.523
H -3.179 -1.913 -1.735
H -0.704 -0.614 -5.014
Ir -1.004 0.882 -0.249
C 1.731 1.635 -1.578
H -0.606 -3.791 1.273
H -0.082 0.065 4.352
H -4.540 -2.626 -3.804
C -0.857 -1.487 -2.277
C 0.910 4.162 4.307
C 1.079 -5.283 -2.530
H 2.398 3.289 -0.389
H 2.035 -1.025 1.060
H 1.970 -1.292 4.764
H 4.076 5.134 6.310
H 3.179 0.882 -5.918
H -0.834 -4.098 3.679
C 4.192 2.540 -5.005
H 2.199 -0.187 3.408
H -5.634 2.082 -1.879
H 1.959 6.353 6.678
C 2.539 2.072 -2.797
H -1.391 -0.347 2.289
O 1.542 0.287 -4.050
H -1.307 -0.499 -2.210
C -6.096 1.404 -2.592
C -0.133 -3.348 -3.581
H 1.492 3.968 1.585
H 4.985 4.158 -3.845
C -0.309 -0.515 2.291
H -0.288 -2.259 5.255
C 1.649 -1.069 3.746
H 4.857 2.710 -5.838
C -1.334 -1.453 -4.721
C -0.602 -2.029 4.238
H 2.391 0.844 -1.117
C -0.336 -2.056 -1.082
N 1.606 2.678 -0.576
H -0.069 5.693 5.460
C 1.950 -2.257 2.838
H 0.959 0.320 -3.244
H -6.029 1.837 -3.593
C 0.004 -1.691 1.350
C 3.466 3.101 -2.776
C 0.146 -0.802 3.723
S -3.427 0.965 -1.015
H -1.375 -2.151 -5.549
H -1.827 -2.677 1.894
C -4.292 -0.168 -1.947
H 1.434 -4.352 2.699
H -1.210 3.880 4.196
C 0.861 5.176 5.278
O 0.530 1.101 -1.868
H 2.073 -5.218 -2.088
H 1.823 -2.746 0.748
H -7.148 1.275 -2.335
N -0.437 -1.314 0.030
C 2.137 3.519 4.072
C 0.674 3.269 1.405
H 0.615 -3.871 -0.344
Br -2.054 2.542 1.762
H 0.209 0.378 1.917
H 4.197 3.358 4.602
C -5.945 -1.004 -3.306
H 3.576 3.745 -1.918
H 1.181 -5.599 -3.565
N -3.966 -1.446 -2.158
C 0.383 -3.961 -2.438
C 3.265 3.873 4.779

E_LUMO (alpha / beta)   -7.818 / -7.822 eV
Spin multiplicity   2
⟨S²⟩   0.80
Gap between HOMO and LUMO (alpha / beta)   4.327 / 4.323 eV
Electronic energy   -4975.7615 hartree
Net charge   +2


(2)
ORCA calculation (ωB97M-V/def2-TZVPD) on a structure of composition C38H50CaN3O2STe.

Atoms and positions in Å:
C 3.192 -1.970 -3.536
H -3.849 0.259 -3.675
H -1.412 -3.698 1.285
H -2.741 -1.616 1.342
H -2.653 4.431 -0.710
H -1.201 3.886 3.864
H 6.545 4.439 0.245
N 1.829 3.792 1.315
Ca -1.036 0.909 0.652
S 1.953 5.219 1.625
C 6.486 1.055 0.262
C 2.993 -0.668 -3.973
C -3.623 -2.217 1.139
C -4.489 -1.455 -2.518
C -0.433 -2.024 3.179
H -4.177 0.910 -1.391
C 2.354 -1.230 2.476
H 3.261 -3.274 -1.829
H -5.166 -0.675 -4.394
N -1.824 2.784 2.149
O 0.745 6.028 1.922
C 3.905 -3.406 1.788
C -3.793 0.108 -0.753
C 3.727 -1.175 2.631
H -0.889 2.138 3.911
H 4.124 4.087 -0.043
C -2.210 3.569 -0.187
C -4.646 -2.745 -2.985
C -0.187 4.234 -1.299
C 0.193 -2.371 1.814
H -4.654 -5.987 -1.939
C -0.897 3.018 3.263
C 2.829 -1.252 -1.268
C -0.160 -1.322 0.759
H -0.734 4.868 -2.014
C 4.515 -2.268 2.285
H 2.072 -4.364 1.257
H 3.055 -0.434 -5.029
H -0.927 4.475 1.306
C 7.006 2.341 0.316
H 7.140 0.197 0.356
H -1.915 1.406 -1.799
C 2.521 -3.457 1.640
H -2.646 4.660 1.622
C 3.111 -2.260 -2.181
C 5.121 0.857 0.100
H 2.759 -1.488 -0.215
H 0.088 4.827 -0.430
C 1.716 -2.372 1.978
H -3.912 -4.486 -0.197
C -3.876 -2.365 -0.335
C -4.042 -1.225 -1.179
H -3.112 1.566 3.277
H 2.564 1.353 -3.405
H 1.760 -0.362 2.731
C -4.759 -0.307 -3.451
H -3.536 3.296 3.286
H -3.616 -5.541 -3.289
N -1.013 3.097 -0.904
H -0.348 -0.956 3.392
C -4.410 -3.863 -2.185
C 4.788 3.236 0.029
C 2.628 0.059 -1.692
H -5.476 0.404 -3.031
H 3.406 -2.757 -4.250
H 5.593 -2.221 2.390
H 0.105 3.201 2.874
H -4.470 -1.715 1.620
H 0.733 3.876 -1.759
H -0.407 1.965 -2.548
H 8.070 2.493 0.448
C -1.337 2.292 -2.077
C -1.885 3.958 1.254
C 6.153 3.430 0.202
H -3.502 -3.197 1.603
H 0.054 -1.776 -0.224
C 2.714 0.337 -3.056
H 0.050 -2.567 3.998
H -1.495 -2.275 3.184
H -1.934 2.834 -2.827
C -4.518 -5.257 -2.739
H 4.503 -4.267 1.511
H 4.727 -0.149 0.065
C 4.269 1.948 -0.023
O -3.164 0.479 0.331
H -0.094 -4.527 2.136
H 4.188 -0.267 3.001
H -5.360 -5.351 -3.428
H -2.956 2.768 -0.188
C -0.327 -3.751 1.398
Te 2.201 1.651 -0.329
H -3.842 2.275 1.845
C -4.051 -3.635 -0.859
C -3.156 2.470 2.667
H -4.963 -2.887 -4.015
H 0.080 -4.054 0.431

E_LUMO (alpha / beta)   2.435 / 2.431 eV
Gap between HOMO and LUMO (alpha / beta)   5.393 / 6.337 eV
Energy above the lowest of the compared OMol25 structures with the same formula, charge and spin   23.9 kcal/mol
Electronic energy   -3136.5235 hartree
Net charge   -1


(3)
ORCA calculation (ωB97M-V/def2-TZVPD) on the molecule C4H6N4O4S in a non-equilibrium geometry.

Atoms and positions in Å:
H 1.916 2.893 0.728
H 0.336 3.359 0.238
O -1.488 -3.139 2.038
C 0.692 1.402 -0.204
S -0.128 -0.741 -1.400
O -1.463 -0.647 -1.890
O -2.585 -1.392 2.655
N -0.080 1.064 0.955
N -0.791 0.054 1.399
C 0.807 0.712 -1.397
C 1.200 2.773 -0.023
C -0.853 -1.173 1.111
H 0.161 1.866 1.593
O -0.397 -1.799 0.019
H 1.808 3.103 -0.815
N 0.688 -1.909 -2.300
H 0.203 -2.775 -2.199
N -1.728 -1.942 2.030
H 1.702 -1.709 -2.538

E_LUMO   -0.420 eV
Structure (SMILES)   CC1=C=[S@](N)(=O)OC([N+](=O)[O-])=NN1
Gap between HOMO and LUMO   8.406 eV
Energy above the lowest of the compared OMol25 structures with the same formula, charge and spin   73.8 kcal/mol
Electronic energy   -1073.8807 hartree


(4)
ORCA calculation (ωB97M-V/def2-TZVPD) on a structure of composition C32H29N4O3ReS.

Atoms and positions in Å:
H -0.196 1.570 2.564
C 4.062 2.021 4.480
C 0.816 3.234 1.628
H 1.655 5.050 0.814
C 1.720 -1.245 -2.137
H -2.068 2.982 3.357
H 2.505 0.476 -3.143
H 2.962 -2.062 -3.663
C -3.884 -1.516 -1.591
H 6.184 2.058 4.783
C 4.676 2.276 1.770
C -3.355 2.806 -2.425
Re -0.056 0.081 -0.092
C -1.234 -2.836 2.554
H -2.507 -5.824 3.516
H -4.282 0.906 -2.850
C 2.486 -2.238 -2.708
C -0.206 5.383 1.841
C 0.839 4.601 1.367
H -0.201 6.450 1.664
C 2.035 -3.605 -0.801
H 0.807 -2.687 0.678
C 1.271 -2.584 -0.290
C 3.031 2.078 3.562
C -0.490 -2.524 3.698
C -2.683 -0.714 -1.274
C -1.202 -4.589 4.693
H -1.194 -5.273 5.531
H -2.215 4.512 -1.755
O -0.568 -0.748 1.554
H -3.747 -2.550 -1.289
H -4.073 3.383 -2.994
H 0.070 -1.600 3.750
C -1.252 -1.933 1.425
H 3.838 1.936 5.535
H 4.900 2.390 0.716
C -1.414 2.666 -1.047
C -1.253 4.795 2.543
H -4.751 -1.108 -1.063
C -1.943 -4.903 3.557
O 1.524 0.833 0.904
C 5.695 2.219 2.705
S 2.148 2.285 0.953
H -0.593 3.119 -0.505
N -1.844 -2.185 0.302
C 5.386 2.091 4.053
C -3.471 1.422 -2.355
H 2.147 -4.514 -0.228
C -2.548 0.709 -1.619
H 3.235 -4.239 -2.472
C 1.545 0.076 -2.819
N -1.711 -1.082 -0.509
C -1.964 -4.031 2.487
H 6.726 2.285 2.386
H 2.001 2.045 3.890
C -2.325 3.437 -1.745
C 2.641 -3.445 -2.040
H 0.092 -3.171 5.652
O 0.966 0.961 -1.834
H -2.545 -4.260 1.604
C 3.356 2.198 2.212
H 0.788 1.826 -2.225
H -4.098 -1.461 -2.660
H 0.875 -0.009 -3.678
C -0.477 -3.404 4.763
N -1.512 1.328 -0.987
H -2.062 5.412 2.913
C -1.260 3.427 2.790
N 1.091 -1.414 -0.951
C -0.216 2.630 2.339

E_LUMO (alpha / beta)   -10.287 / -10.613 eV
Spin multiplicity   2
⟨S²⟩   0.76
Gap between HOMO and LUMO (alpha / beta)   5.960 / 5.631 eV
Energy above the lowest of the compared OMol25 structures with the same formula, charge and spin   1.4 kcal/mol
Electronic energy   -2157.0942 hartree
Net charge   +3


(5)
ORCA calculation (ωB97M-V/def2-TZVPD) on the molecule C6H7F3N2 in a non-equilibrium geometry.

Atoms and positions in Å:
H -1.554 1.254 0.491
N -0.014 -1.234 -0.457
C 1.098 0.591 -1.608
H 0.645 -0.236 1.318
F 0.123 3.254 0.807
C 0.386 1.935 1.164
C 0.000 -0.366 -1.639
C 0.013 0.980 -1.089
F 0.062 1.601 2.456
F 2.379 1.053 -1.674
C -0.771 -2.410 0.063
H 1.476 1.684 0.926
H -0.600 -3.226 -0.635
C -0.493 1.022 0.275
N -0.236 -0.318 0.697
H -0.041 -2.713 0.825
H -1.777 -2.291 0.498
H -0.697 -0.581 -2.417

E_LUMO   0.779 eV
Structure (SMILES)   CN1N[C@@H](C(F)F)C2=C(F)[C@H]21
Gap between HOMO and LUMO   9.257 eV
Energy above the lowest of the compared OMol25 structures with the same formula, charge and spin   143.3 kcal/mol
Electronic energy   -641.7110 hartree


(6)
ORCA calculation (ωB97M-V/def2-TZVPD) on the molecule C3H6N2O in a non-equilibrium geometry.

Atoms and positions in Å:
H -1.563 0.065 0.755
H 1.779 0.771 -0.137
C -0.149 -0.096 -0.657
O 0.517 0.774 1.523
C 0.723 0.895 0.130
H -0.026 0.100 -1.729
H 0.394 1.901 -0.155
C 0.290 -1.498 -0.438
N -1.520 0.137 -0.258
H 1.105 0.092 1.868
N 0.605 -2.596 -0.245
H -2.155 -0.544 -0.657

E_LUMO   0.734 eV
Structure (SMILES)   N#C[C@@H](N)CO
Gap between HOMO and LUMO   11.032 eV
Energy above the lowest of the compared OMol25 structures with the same formula, charge and spin   30.7 kcal/mol
Electronic energy   -302.6442 hartree


(7)
ORCA calculation (ωB97M-V/def2-TZVPD) on a structure of composition C33H31IN4O7STi in a non-equilibrium geometry.

Atoms and positions in Å:
H 3.724 -2.728 2.705
C -0.315 -4.945 1.388
Ti 0.118 -0.050 -0.949
H 2.310 -1.746 3.127
H 2.437 6.342 1.333
O 1.157 -1.585 0.429
H -4.584 -1.573 -2.898
H 1.700 -0.692 -3.105
S 2.619 -1.817 0.780
H -0.710 -4.625 4.726
C -0.905 -3.811 0.923
C 2.162 1.395 0.891
C 0.743 1.450 3.234
C -1.339 -3.183 3.219
H -5.153 0.545 -4.161
C -3.202 1.427 -3.649
O -0.870 3.306 -3.496
C 2.911 -3.349 -0.094
N -1.219 -2.021 -0.817
C -2.054 1.258 -2.879
H -1.360 3.475 -0.132
C 0.406 5.705 1.657
C -1.280 0.822 1.756
H 1.043 3.881 -3.918
H 1.966 -3.910 0.127
C -3.940 -0.702 -2.944
H 1.845 2.946 -1.962
C -2.012 -4.232 -1.313
H 0.096 -5.688 0.703
O 2.038 0.669 -1.325
C 0.700 4.077 -0.548
H -1.578 -4.774 -2.179
H 0.127 1.494 4.116
H 3.783 -3.802 0.381
C -1.414 -2.900 1.873
C -0.917 -3.479 -0.562
C 0.357 4.025 -3.095
H 3.923 1.934 2.034
C -2.257 -2.046 -1.568
H -1.846 -1.949 1.561
C 2.832 1.698 2.091
O 3.952 1.617 -0.659
H -3.307 2.381 -4.153
H 2.543 2.006 4.242
C 1.603 5.732 1.001
H -1.650 -2.469 3.996
C 0.172 1.138 2.034
H 0.119 5.105 -2.927
H -1.583 4.851 1.794
C -0.462 4.051 0.192
C -0.249 -5.267 2.750
C 2.847 1.233 -0.477
O -1.589 0.483 0.617
C -0.951 2.273 -2.696
O -2.123 0.878 2.777
N -1.847 0.170 -2.153
C 1.774 4.875 -0.103
O -2.852 -3.160 -1.874
C -4.191 0.467 -3.641
C 0.825 3.266 -1.831
I -0.009 -2.441 -3.991
N 0.902 1.074 0.907
C -0.625 4.861 1.285
H 0.129 -6.241 3.061
H 0.277 6.366 2.533
H -2.683 -4.873 -0.763
C 2.091 1.702 3.283
H 3.103 -3.187 -1.151
H 2.048 -3.414 2.422
H -2.966 0.587 2.473
C 0.597 -0.623 -3.034
H 0.043 -3.675 -1.016
H 2.673 4.868 -0.721
H 0.272 0.139 -3.715
C 2.664 -2.517 2.436
N -0.089 2.089 -1.785
C -0.749 -4.370 3.664
C -2.749 -0.819 -2.240

E_LUMO (alpha / beta)   -3.102 / -3.158 eV
Spin multiplicity   2
⟨S²⟩   0.75
Gap between HOMO and LUMO (alpha / beta)   6.943 / 6.979 eV
Energy above the lowest of the compared OMol25 structures with the same formula, charge and spin   0.0 kcal/mol
Electronic energy   -3567.1189 hartree
Net charge   +1


(8)
ORCA calculation (ωB97M-V/def2-TZVPD) on a structure of composition C2H5NO2S in a non-equilibrium geometry.

Atoms and positions in Å:
H -0.047 -0.287 -2.408
O -1.168 0.579 0.872
N 0.045 -0.087 1.211
C -0.230 -0.395 -1.250
H -0.043 -1.415 -0.735
H -1.882 -0.013 0.892
S 2.596 0.421 0.895
C 1.051 0.371 0.377
H -1.590 -0.199 -0.965
H 0.454 0.424 2.076
O 0.815 0.602 -0.965

E_LUMO   0.166 eV
Gap between HOMO and LUMO   9.153 eV
Energy above the lowest of the compared OMol25 structures with the same formula, charge and spin   118.1 kcal/mol
Electronic energy   -682.4515 hartree